one | Density functional theory data (ωB97M-V with the def2-TZVPD basis set) for the ion C6H11N2 with charge +1.

Geometry (Å):
1 H -0.08 1.85 -1.67
2 N 0.48 0.57 0.10
3 H 0.81 2.61 -0.20
4 H 2.36 -0.16 -0.95
5 N -1.29 -1.12 -0.03
6 H 1.19 -0.10 2.10
7 H 0.71 -0.41 -1.95
8 C -2.21 -2.02 -0.13
9 C 1.34 0.69 1.29
10 C 1.26 -0.36 -0.89
11 H 1.22 -1.47 -0.46
12 C -2.98 -2.93 -0.36
13 H -0.88 2.10 -0.18
14 H 1.15 1.60 1.71
15 C -0.78 -0.14 0.55
16 H 2.43 0.66 1.05
17 H -1.12 0.41 1.40
18 H -3.71 -3.61 -0.85
19 C 0.09 1.85 -0.54

Summary:
- total charge = +1
- SMILES = C#C/N=C/[N+](C)(C)C
- Kohn-Sham gap (eV) = 8.91
- lowest unoccupied orbital energy (eV) = -4.035


two | Density functional theory data (ωB97M-V with the def2-TZVPD basis set) for the ion C6H11N2 with charge +1.

Geometry (Å):
1 H -2.69 -1.36 1.19
2 H 1.50 0.47 -1.56
3 C -2.17 -0.83 0.38
4 H -2.09 1.25 1.31
5 H -3.86 0.14 -0.06
6 C -0.63 0.91 -0.36
7 H -0.84 1.49 -1.23
8 H -0.43 -2.34 -0.23
9 H -0.03 1.49 0.28
10 H 1.76 0.65 1.18
11 C -1.97 0.63 0.30
12 H 3.30 0.67 0.09
13 N -2.97 0.04 -0.46
14 H 2.72 -0.82 0.79
15 N -0.02 -0.34 -0.35
16 C 1.38 -0.22 -0.83
17 H 1.86 -1.22 -1.15
18 C 2.31 0.12 0.39
19 C -0.85 -1.34 -0.10

Summary:
- total charge = +1
- SMILES = CC[N+]1=C[C@@H]2N[C@@H]2C1
- Kohn-Sham gap (eV) = 9.43
- lowest unoccupied orbital energy (eV) = -4.825


Stability order, top to bottom: two, one


one | Density functional theory data (ωB97M-V with the def2-TZVPD basis set) for the ion C3H6N3O2S with charge +1.

Geometry (Å):
1 N -0.36 -1.05 0.15
2 O 1.96 -0.50 0.05
3 C -1.56 -0.24 0.05
4 H -1.58 1.94 -0.89
5 H -1.34 1.67 0.95
6 H 4.29 0.02 0.64
7 H 0.94 1.79 -0.33
8 N 0.31 1.08 -0.29
9 C -1.14 1.24 -0.08
10 C 0.76 -0.12 0.04
11 O -0.99 -3.08 -0.27
12 H -2.33 -0.58 -0.77
13 S 3.35 0.57 -0.16
14 H -2.20 -0.45 1.03
15 N -0.11 -2.30 -0.12

Summary:
- total charge = +1
- SMILES = O=NN1CC[NH+]=C1OS
- Kohn-Sham gap (eV) = 8.64
- lowest unoccupied orbital energy (eV) = -5.025


two | Density functional theory data (ωB97M-V with the def2-TZVPD basis set) for a cluster of 2 separate species, C3H6N3O2S in total.

Geometry (Å):
1 H -1.06 1.80 2.11
2 H 2.05 -1.37 -3.17
3 H 0.20 0.80 -2.37
4 C 0.88 0.01 -2.12
5 H 0.72 -0.83 -4.00
6 H 0.02 2.99 1.62
7 O -3.51 -1.06 2.52
8 S -2.13 -0.87 2.73
9 C 0.41 1.15 0.88
10 H 2.26 -1.02 -0.66
11 N 1.16 0.51 0.23
12 N 1.29 -0.68 -3.16
13 N -0.15 2.05 1.60
14 O -1.35 -0.65 1.54
15 C 1.45 -0.23 -0.91

Summary:
- total charge = +1
- Kohn-Sham gap (eV) = 7.84
- lowest unoccupied orbital energy (eV) = -4.627


Stability order, top to bottom: two, one